C36H92Cl16O10S10 | ωB97M-V with the def2-TZVPD basis set

XYZ file:
```
164
Properties=species:S:1:pos:R:3:lowdin_charge:R:1
C -1.799 -0.395 -5.127 -0.62
Cl 1.434 6.428 -4.511 0.53
C -0.979 0.982 7.580 -0.63
S 2.826 4.700 -1.026 0.76
C -4.988 -1.238 -0.820 -0.60
H -4.238 -5.743 1.717 0.01
H -0.102 5.222 -6.643 0.09
O 5.474 1.307 -2.042 -0.58
H -2.811 5.567 -0.753 0.08
H -1.979 4.522 0.511 0.02
C 1.979 -4.840 0.453 -0.23
H -0.621 5.790 -1.959 0.07
H 1.443 1.203 -0.856 0.03
H 2.408 -3.843 0.706 0.02
H -3.392 -2.634 -1.389 0.04
H -3.606 -2.374 0.392 0.02
H 0.614 4.158 4.406 0.04
Cl 0.618 -1.800 -5.193 0.50
H 1.956 1.764 2.907 -0.02
S 1.023 -0.252 3.498 0.83
Cl -5.170 -3.905 -0.484 0.54
O 0.156 0.252 4.651 -0.57
C -4.292 2.887 4.230 -0.24
H -2.869 -6.135 -2.593 0.05
C -0.577 4.887 -5.689 -0.62
H 0.294 0.644 0.459 0.04
C -0.661 5.463 -0.889 -0.68
Cl 9.087 -2.605 -3.309 0.53
O -2.885 4.153 2.289 -0.58
C -4.086 -2.402 -0.566 -0.61
C -0.497 -1.945 -0.150 -0.23
Cl -3.890 0.175 -0.917 0.61
H 7.575 -0.276 -2.189 0.02
H 10.501 -1.001 -2.237 0.05
C 2.506 -5.398 3.094 -0.24
C 0.575 0.569 -0.605 -0.25
H -3.463 3.098 4.900 0.04
H -4.015 -4.712 -2.808 -0.01
H 2.165 -5.713 4.069 0.04
H 3.090 0.532 2.641 0.04
O 0.273 -4.266 2.381 -0.56
H -5.452 -1.365 -1.782 0.06
C 5.272 0.025 0.874 -0.27
S 4.914 0.836 -3.324 0.85
S -3.789 2.946 2.458 0.86
H -0.228 0.912 -1.276 0.05
H 2.664 0.786 -2.316 0.02
H 3.681 6.241 -2.448 0.04
C 1.853 -1.804 4.040 -0.21
H 4.108 6.762 -0.755 0.06
H 5.828 -0.024 1.798 0.06
H 2.892 1.186 4.303 0.09
Cl 1.111 6.734 3.651 0.59
H 0.999 -2.520 4.171 0.06
H -2.617 -0.130 -4.508 0.03
C -6.061 -3.491 3.310 -0.23
H -1.690 -5.103 2.366 0.03
H 1.247 -4.568 -0.267 0.02
O -1.464 -3.512 -2.538 -0.60
H 3.284 -6.137 2.685 0.09
H 0.090 4.679 -0.689 0.01
H 5.686 2.875 -4.209 0.03
H -0.735 3.862 -5.873 0.02
H -6.399 -2.956 4.248 0.07
C 3.229 0.144 -3.010 -0.25
S -5.557 1.387 -4.574 0.81
H -2.262 -1.126 -5.763 0.06
H 3.844 4.504 0.981 0.03
H -0.414 -6.071 -3.443 0.05
C 4.690 2.497 -4.188 -0.20
H 4.901 -2.457 2.223 0.08
H 2.876 -4.387 3.209 0.02
H -1.191 -5.961 -5.038 0.05
Cl -1.982 -5.265 -0.029 0.66
H -6.106 -4.538 3.456 0.02
O -4.956 0.055 -4.351 -0.55
C 3.759 3.787 0.198 -0.28
H 4.653 -3.602 0.934 0.04
H -4.065 -3.992 5.243 0.03
H 8.505 0.118 -3.534 0.03
Cl 9.273 1.422 -1.795 0.53
H -1.358 -1.705 -0.710 -0.01
H -1.289 -6.702 1.819 0.07
H -0.838 3.708 3.603 0.06
Cl -1.974 2.369 8.077 0.53
Cl -3.317 -6.574 3.766 0.56
Cl -2.380 3.460 -1.556 0.59
H 2.817 -5.503 0.179 0.07
S 5.285 -1.457 -0.098 0.85
H 3.940 3.195 -3.876 0.01
H 2.725 -0.178 -3.898 0.01
H -3.705 -5.888 -4.209 0.07
H 9.169 -1.515 -1.145 0.08
C 2.339 0.880 3.376 -0.28
H -2.343 0.486 6.001 0.05
S -4.307 -2.929 3.134 0.83
C -1.885 -0.030 6.861 -0.63
H 5.130 5.464 -1.529 0.07
H -0.049 4.778 -3.634 0.01
H 4.211 0.297 0.999 0.03
O 2.755 3.728 -2.118 -0.56
H -5.166 3.506 -3.731 0.06
C -2.908 1.357 2.533 -0.26
C -4.909 2.092 -6.031 -0.29
H 4.784 3.600 -0.202 0.07
C -3.431 -6.420 1.963 -0.61
H -0.806 5.923 4.713 0.09
O 6.730 -1.874 -0.211 -0.55
C -1.991 4.883 -0.531 -0.65
C 4.114 5.905 -1.449 -0.24
H -2.394 1.238 3.594 0.09
H 4.510 2.241 -5.230 0.03
H -5.193 3.136 -5.998 0.05
H 3.491 -2.391 1.212 -0.05
H -0.359 -2.987 -0.230 -0.03
C 8.564 -0.089 -2.515 -0.65
Cl 0.991 4.088 2.101 0.61
H -1.280 -0.784 6.331 0.05
H -5.006 3.690 4.262 0.03
C -3.274 -5.350 -3.316 -0.26
C -0.357 5.842 3.698 -0.71
C -3.981 -2.975 4.916 -0.25
O 2.145 -1.511 -0.007 -0.58
H -6.633 -3.189 2.406 0.06
H 2.523 -2.123 3.275 0.01
H -1.033 6.185 2.908 0.03
H -3.688 0.587 2.465 0.01
H -0.385 0.658 8.436 0.08
H -5.279 1.574 -6.943 0.08
S 0.970 -1.140 -0.916 0.85
C 4.525 -2.554 1.172 -0.27
H 5.722 0.822 0.297 0.03
C -2.053 -5.861 1.638 -0.74
C 0.401 4.910 -4.567 -0.59
H 3.235 2.857 0.454 0.04
H -4.788 1.977 4.521 0.05
H -0.339 1.367 6.796 0.04
H -3.052 -2.519 5.193 0.03
H -4.848 -2.483 5.312 0.03
C -4.722 2.536 -3.556 -0.34
H 1.079 4.092 -4.747 0.07
C 9.466 -1.243 -2.192 -0.65
H -3.845 2.036 -6.078 -0.01
H -4.923 2.276 -2.513 0.01
H -2.271 1.373 1.689 0.01
H -3.702 2.541 -3.842 0.01
Cl -2.228 5.654 -5.485 0.50
H 0.095 -4.839 -4.629 0.03
Cl -1.404 0.840 -6.350 0.58
H -3.699 -7.408 1.519 0.09
H -0.650 -1.637 0.967 0.10
Cl -3.232 -0.820 7.860 0.48
H -5.654 -1.090 0.017 0.07
C -0.632 -0.837 -4.193 -0.51
C 0.034 4.378 3.562 -0.65
H 3.388 -0.763 -2.423 0.01
Cl -0.338 6.725 0.323 0.61
H -0.952 -1.509 -3.464 -0.01
O -4.442 -1.464 2.627 -0.58
C -0.742 -5.418 -4.224 -0.25
H 2.315 -1.517 4.974 0.05
S 1.102 -5.421 1.936 0.83
S -1.929 -4.132 -3.783 0.81
H -0.061 0.002 -3.925 0.03
```

The calculation puts the HOMO-LUMO gap at 8.770 eV. As for the spin multiplicity: 1. The calculation puts the LUMO energy at 0.14 eV.